# 1
# CN2O5

The molecule CN2O5 in a non-equilibrium geometry (ωB97M-V/def2-TZVPD, the OMol25 dataset).

The geometry in ORCA input format:
```
! RIJCOSX wB97M-V def2-TZVPD def2/J DEFGRID3
* xyz 0 1
O -2.406 0.478 0.907
O 3.104 0.211 -0.678
O -1.817 0.611 -1.141
O -0.182 -1.248 1.031
O 0.836 0.198 -0.398
N 2.318 -0.292 -0.025
N -1.652 0.355 0.011
C -0.201 -0.312 0.293
*
```

Properties
Largest force on an atom = 0.053 hartree/bohr
Structure (SMILES) = O=NOC(=O)[N+](=O)[O-]
Kohn-Sham gap = 0.332 Ha
Energy above the lowest of the compared OMol25 structures with the same formula, charge and spin = 13.9 kcal per mole
Energy = -523.6136 a.u.

---

# 2
# CN2OS

A cluster of 2 separate species, CN2OS in total in a non-equilibrium geometry (ωB97M-V/def2-TZVPD, the OMol25 dataset).

The geometry in ORCA input format:
```
! RIJCOSX wB97M-V def2-TZVPD def2/J DEFGRID3
* xyz 0 1
S -1.769 -2.077 1.068
O 1.340 1.555 -0.690
N -0.397 0.020 -0.387
N -0.473 -1.447 1.100
C 0.512 0.795 -0.444
*
```

Properties
Largest force on an atom = 0.057 hartree/bohr
Kohn-Sham gap (spin up / spin down) = 0.283 / 0.247 Ha
Energy above the lowest of the compared OMol25 structures with the same formula, charge and spin = 65.3 kcal per mole
Energy = -620.9066 a.u.

---

# 3
# CN4O2

A cluster of 3 separate species, CN4O2 in total in a non-equilibrium geometry (ωB97M-V/def2-TZVPD, the OMol25 dataset).

The geometry in ORCA input format:
```
! RIJCOSX wB97M-V def2-TZVPD def2/J DEFGRID3
* xyz 0 1
O -4.562 -2.749 1.546
O 0.919 2.269 -0.367
N -3.432 -2.584 1.314
N 3.582 1.703 -1.155
N 4.601 2.090 -1.279
N -2.369 -2.370 1.191
C 1.261 1.640 -1.249
*
```

Properties
Largest force on an atom = 0.071 hartree/bohr
Kohn-Sham gap = 0.483 Ha
Energy above the lowest of the compared OMol25 structures with the same formula, charge and spin = 0.0 kcal per mole
Energy = -407.5702 a.u.

---

# 4
# CNO3S2

The ion CNO3S2 with charge -1 in a non-equilibrium geometry (ωB97M-V/def2-TZVPD, the OMol25 dataset).

The geometry in ORCA input format:
```
! RIJCOSX wB97M-V def2-TZVPD def2/J DEFGRID3
* xyz -1 1
S 0.444 0.802 -0.151
S 2.249 1.055 0.485
O -0.597 1.224 0.748
O 0.302 -0.960 -0.141
O 0.262 1.148 -1.539
N -1.833 -1.874 0.442
C -0.828 -1.396 0.157
*
```

Properties
Largest force on an atom = 0.034 hartree/bohr
Structure (SMILES) = N#COS(=O)(=O)[S-]
Kohn-Sham gap = 0.313 Ha
Energy above the lowest of the compared OMol25 structures with the same formula, charge and spin = 6.7 kcal per mole
Energy = -1115.0218 a.u.

---

# 5
# CNO4S

A structure of composition CNO4S in a non-equilibrium geometry (ωB97M-V/def2-TZVPD, the OMol25 dataset).

The geometry in ORCA input format:
```
! RIJCOSX wB97M-V def2-TZVPD def2/J DEFGRID3
* xyz -1 1
S -0.680 -0.358 -2.056
O -0.083 -0.211 0.674
O 1.138 1.280 1.566
O 0.133 -2.349 -0.501
O -0.502 1.899 0.338
N 0.185 1.028 0.848
C -0.191 -1.289 -0.869
*
```

Properties
Largest force on an atom = 0.027 hartree/bohr
Kohn-Sham gap = 0.313 Ha
Energy above the lowest of the compared OMol25 structures with the same formula, charge and spin = 69.2 kcal per mole
Energy = -791.9658 a.u.

---

# 6
# CO3Zn

A structure of composition CO3Zn in a non-equilibrium geometry (ωB97M-V/def2-TZVPD, the OMol25 dataset).

The geometry in ORCA input format:
```
! RIJCOSX wB97M-V def2-TZVPD def2/J DEFGRID3
* xyz 0 1
Zn 1.498 0.181 0.000
O 3.169 -0.182 0.001
O -2.699 -0.145 0.004
O -0.406 0.156 0.006
C -1.561 -0.011 -0.010
*
```

Properties
Largest force on an atom = 0.044 hartree/bohr
Kohn-Sham gap = 0.265 Ha
Energy = -2043.0539 a.u.

---

# 7
# CaH16O8

A structure of composition CaH16O8 (ωB97M-V/def2-TZVPD, the OMol25 dataset).

The geometry in ORCA input format:
```
! RIJCOSX wB97M-V def2-TZVPD def2/J DEFGRID3
* xyz 2 1
Ca 0.162 -0.004 -0.025
O -1.818 -1.502 0.598
O -1.099 1.030 1.807
O 0.255 1.929 -1.286
O -0.314 -1.330 -1.957
O -2.426 1.095 -0.831
O 1.884 1.390 1.247
O 2.262 -0.592 -1.035
O 0.975 -1.909 1.161
H -2.327 1.957 -0.405
H 0.552 2.103 -2.192
H 1.944 0.989 2.128
H 1.218 -2.259 2.032
H 3.036 -0.877 -0.525
H -1.724 -2.361 1.034
H 0.108 -1.165 -2.812
H -0.545 -2.271 -1.964
H -2.021 0.779 1.965
H -0.894 1.690 2.487
H -2.746 -1.458 0.327
H -3.382 0.961 -0.906
H 2.604 -0.441 -1.928
H 1.246 -2.598 0.533
H 2.441 2.181 1.305
H 0.609 2.664 -0.759
*
```

Properties
Largest force on an atom = 0.018 hartree/bohr
Kohn-Sham gap = 0.436 Ha
Energy above the lowest of the compared OMol25 structures with the same formula, charge and spin = 5.5 kcal per mole
Energy = -1288.7653 a.u.

---

# 8
# Cd3F3

A structure of composition Cd3F3 in a non-equilibrium geometry (ωB97M-V/def2-TZVPD, the OMol25 dataset).

The geometry in ORCA input format:
```
! RIJCOSX wB97M-V def2-TZVPD def2/J DEFGRID3
* xyz 3 1
Cd 0.255 -0.977 -1.391
Cd 0.559 -0.615 1.130
Cd -0.804 1.350 -0.849
F -0.522 -2.367 0.054
F -0.517 1.496 1.293
F 1.029 1.113 -0.237
*
```

Properties
Largest force on an atom = 0.124 hartree/bohr
Kohn-Sham gap = 0.244 Ha
Energy above the lowest of the compared OMol25 structures with the same formula, charge and spin = 0.0 kcal per mole
Energy = -801.2320 a.u.

---

Q: energy of number 2 (CN2OS)?
A: -620.9066 a.u.